Record 1
{"formula": "C5H12O", "method": "wB97M-V/def2-TZVPD", "e_above_lowest_kj_mol": 36.3, "smiles": "CC(C)[C@@H](C)O", "homo_energy_ev": -10.15, "homo_lumo_gap_ev": 11.151, "e_tot_ha": -272.9348, "symbols": ["C", "C", "C", "C", "C", "O", "H", "H", "H", "H", "H", "H", "H", "H", "H", "H", "H", "H"], "coordinates": [[1.817220, 0.380062, 0.689955], [0.312488, 0.116562, 0.548594], [-0.528292, 1.383939, 0.821453], [-0.021603, -0.532463, -0.829550], [-1.083648, -1.621253, -0.704613], [-0.416603, 0.423024, -1.806862], [2.369808, -0.555455, 0.846790], [2.228677, 0.865895, -0.202105], [2.016483, 1.027934, 1.550872], [0.047365, -0.623649, 1.317900], [-1.476575, 1.151169, 1.321245], [0.019887, 2.071387, 1.474113], [-0.752491, 1.941850, -0.093781], [0.894748, -0.968567, -1.250544], [-1.509891, -1.829098, -1.690358], [-1.886385, -1.297645, -0.030368], [-0.681355, -2.558608, -0.306886], [-1.349833, 0.624916, -1.655856]], "forces_ev_per_a": [[0.04, 0.06, -0.03], [-0.03, 0.01, 0.04], [0.00, -0.01, 0.04], [0.08, -0.21, 0.15], [-0.11, -0.02, 0.01], [-0.15, 0.06, -0.05], [-0.12, 0.15, -0.12], [-0.10, 0.01, 0.11], [0.01, -0.12, -0.12], [0.05, 0.12, -0.14], [0.13, 0.00, -0.15], [-0.11, -0.16, 0.00], [0.14, -0.11, 0.16], [-0.15, 0.06, 0.17], [0.04, -0.04, 0.11], [0.02, -0.02, -0.13], [0.03, 0.19, 0.02], [0.20, 0.03, -0.08]]}

Record 2
{"formula": "C36H63BrNO12P2S", "method": "wB97M-V/def2-TZVPD", "e_above_lowest_kj_mol": 734.3, "charge": 1, "homo_energy_ev": -10.84, "homo_lumo_gap_ev": 6.022, "e_tot_ha": -6021.6399, "symbols": ["C", "C", "C", "C", "C", "C", "C", "O", "C", "C", "O", "C", "C", "C", "C", "O", "O", "C", "C", "C", "C", "C", "C", "C", "C", "C", "C", "C", "Br", "N", "S", "H", "H", "H", "H", "H", "H", "H", "H", "H", "H", "H", "H", "H", "H", "H", "H", "H", "H", "H", "H", "H", "H", "H", "H", "H", "H", "H", "H", "H", "H", "H", "H", "H", "O", "P", "O", "C", "C", "O", "C", "C", "O", "C", "C", "H", "H", "H", "H", "H", "H", "H", "H", "H", "H", "H", "H", "H", "H", "H", "O", "P", "O", "C", "C", "O", "C", "C", "O", "C", "C", "H", "H", "H", "H", "H", "H", "H", "H", "H", "H", "H", "H", "H", "H", "H"], "coordinates": [[6.352477, 1.098042, -0.598117], [5.164853, 1.602619, -1.518722], [5.545088, 1.782078, -3.028772], [4.566438, 2.754816, -3.840560], [3.506988, 1.937328, -4.658216], [2.232408, 1.435963, -3.942173], [1.723683, 1.817516, -2.633834], [2.383014, 2.778559, -1.889897], [1.784736, 4.066446, -2.307102], [2.712743, 5.306147, -2.012497], [2.218829, 6.192572, -1.019763], [2.583169, 5.723900, 0.294467], [4.102895, 5.964257, 0.668939], [0.498570, 1.237506, -2.007223], [0.017954, 1.634227, -0.583682], [-0.742934, 0.955263, 0.052829], [0.487133, 2.794178, 0.063306], [1.529897, 2.308470, 0.973154], [-0.227005, 0.244464, -2.838028], [-1.544159, -0.410374, -2.331263], [-2.644912, 0.710723, -2.320329], [-2.929088, 1.522914, -3.517062], [-3.942676, 2.588637, -3.469432], [-4.709205, 2.879956, -2.268779], [-5.769482, 4.021936, -2.132236], [-4.456295, 2.059227, -1.077373], [-3.453491, 1.012812, -1.137648], [0.302360, -0.085797, -4.169950], [-0.695203, -1.348692, -5.281541], [1.470698, 0.494506, -4.667879], [1.926122, -0.002262, -6.287767], [6.436283, 1.703286, 0.349107], [7.337911, 1.200376, -1.122208], [6.199965, 0.037888, -0.247713], [4.357284, 0.811276, -1.446665], [4.729794, 2.515119, -1.042233], [5.720885, 0.816556, -3.578191], [6.545416, 2.310758, -3.043293], [5.245648, 3.233059, -4.607580], [4.183899, 3.597084, -3.225838], [3.238779, 2.543008, -5.574576], [4.067058, 1.047750, -5.068596], [1.622989, 3.987123, -3.415984], [0.793743, 4.261858, -1.825465], [2.751412, 5.907347, -2.967781], [3.776821, 4.972414, -1.839050], [1.939597, 6.278003, 1.025460], [2.308012, 4.640144, 0.346302], [4.253498, 6.873590, 1.296615], [4.703123, 6.120694, -0.273254], [4.485527, 5.019376, 1.129031], [1.617324, 1.193955, 0.977650], [1.290133, 2.616699, 2.022862], [2.547877, 2.694375, 0.690125], [-1.913558, -1.266591, -2.941947], [-1.375432, -0.820082, -1.296016], [-2.398405, 1.365967, -4.484897], [-4.128402, 3.221550, -4.372565], [-5.423438, 4.892329, -2.740079], [-5.760659, 4.337667, -1.049366], [-6.813430, 3.691222, -2.348958], [-5.009346, 2.217316, -0.123420], [-3.234221, 0.405959, -0.223440], [2.885663, -0.980278, -6.145601], [-3.943153, -3.093351, -1.140816], [-4.862876, -4.194977, -0.657386], [-4.074838, -4.589915, 0.733574], [-4.169512, -3.697925, 1.838213], [-5.537591, -3.762813, 2.494233], [-4.292399, -5.405212, -1.625227], [-3.594348, -5.106756, -2.826689], [-2.097799, -5.114106, -2.584537], [-6.099221, -5.273426, -0.232127], [-7.420463, -4.903692, -0.660266], [-7.534081, -4.848399, -2.171024], [-3.940571, -2.676321, 1.518230], [-3.405709, -3.998504, 2.557501], [-6.305812, -3.350041, 1.833358], [-5.548887, -3.189657, 3.423209], [-5.815973, -4.795200, 2.710235], [-3.930211, -4.159346, -3.251198], [-3.847368, -5.884072, -3.552490], [-1.820819, -4.462894, -1.753405], [-1.558744, -4.790512, -3.478665], [-1.759177, -6.117380, -2.318752], [-7.684831, -3.939021, -0.218225], [-8.108372, -5.651137, -0.261546], [-6.910157, -4.047330, -2.584468], [-8.566152, -4.659342, -2.472020], [-7.197461, -5.783455, -2.620303], [2.351675, 0.173790, 4.849254], [2.197226, -1.187179, 5.490770], [3.466907, -1.952102, 4.771796], [4.782401, -1.630065, 5.209904], [5.081232, -2.230668, 6.572265], [0.981552, -1.752896, 4.526945], [0.139369, -0.857423, 3.811770], [0.649261, -0.663678, 2.397080], [1.935311, -2.569050, 6.436789], [1.423702, -2.328767, 7.758215], [0.052566, -1.682533, 7.728544], [4.918740, -0.544398, 5.226098], [5.473997, -2.039613, 4.471511], [4.483733, -1.746242, 7.350283], [6.134629, -2.103720, 6.828478], [4.836755, -3.293717, 6.590088], [0.038797, 0.092732, 4.337863], [-0.857137, -1.305938, 3.778001], [1.699837, -0.366609, 2.383700], [0.063174, 0.094472, 1.873984], [0.584216, -1.600942, 1.838696], [2.132074, -1.704679, 8.309985], [1.369830, -3.295034, 8.262556], [0.100357, -0.675439, 7.298286], [-0.353925, -1.597342, 8.738000], [-0.637106, -2.262911, 7.114442]], "forces_ev_per_a": [[0.05, 0.08, 0.26], [-0.21, -1.28, 0.52], [0.41, 1.66, 0.54], [1.30, -0.84, -0.49], [0.33, 0.54, 0.00], [-0.99, -0.40, 0.53], [-1.01, -0.92, 0.73], [-1.18, 0.04, -1.46], [0.16, 1.15, -0.35], [0.17, 0.14, -1.15], [0.73, -0.92, 0.11], [0.05, 0.24, 0.66], [-0.30, -0.44, -1.02], [1.17, -0.62, -3.30], [-0.57, 0.56, 1.41], [0.49, -0.02, -1.47], [0.87, -1.89, -1.26], [1.07, -0.06, 0.97], [1.00, 0.30, -0.22], [-0.44, 0.68, 0.38], [-1.84, 1.87, -0.44], [-1.11, 0.47, 1.86], [0.33, -0.82, 1.29], [0.73, -1.42, 0.79], [1.10, -0.33, 0.54], [1.38, -0.63, -2.16], [0.23, 0.30, -0.75], [-0.52, 0.62, 1.71], [0.86, 1.09, 1.04], [-0.42, -0.67, 1.42], [0.38, 0.36, -0.72], [-0.18, -0.47, -1.01], [-0.82, -0.27, 0.44], [0.29, 1.01, -0.61], [0.61, 0.91, -0.06], [0.41, -0.52, -0.84], [-0.40, 0.79, 0.62], [-0.93, -0.60, 0.04], [-0.93, -0.48, 0.57], [0.16, -0.96, -0.44], [-0.18, -0.68, 0.98], [-0.74, 0.81, 0.49], [0.17, 0.21, 0.91], [0.82, -0.50, -0.21], [-0.12, -0.55, 0.98], [-1.04, 0.25, 0.17], [0.44, -0.52, -0.77], [0.34, 0.92, 0.11], [-0.16, -0.94, -0.32], [-0.59, -0.14, 0.91], [-0.10, 1.04, 0.01], [-0.26, 1.03, -0.13], [0.08, -0.15, -1.02], [-1.16, -0.16, 0.09], [0.62, 0.78, 0.27], [-0.23, 0.61, -1.05], [-0.39, 0.06, 0.93], [0.25, -0.75, 0.84], [-0.71, -0.65, 0.34], [-0.04, -0.20, -1.13], [0.93, 0.29, -0.20], [0.50, -0.05, -0.97], [-0.35, 0.65, -0.90], [-0.56, 0.56, 0.77], [-3.60, 1.75, 0.07], [6.36, -6.03, 0.82], [-0.60, 0.53, -0.15], [-0.06, 0.02, 0.33], [-0.10, 0.04, -0.05], [-0.98, 0.52, -0.33], [0.40, -0.06, -0.12], [0.21, -0.01, 0.09], [-1.10, 3.52, -0.55], [-0.49, -0.22, -0.20], [0.10, 0.00, -0.09], [0.05, -0.01, -0.02], [0.04, -0.08, -0.16], [-0.03, 0.04, 0.06], [0.01, 0.01, -0.05], [0.08, 0.04, 0.02], [0.07, 0.04, 0.11], [-0.10, -0.06, 0.15], [-0.13, 0.11, -0.09], [0.00, -0.05, -0.01], [-0.04, 0.01, -0.09], [-0.14, -0.05, 0.04], [0.19, -0.01, 0.08], [-0.05, 0.04, -0.01], [0.06, 0.02, 0.02], [-0.06, 0.00, 0.07], [-0.02, 0.77, 3.93], [-0.21, -4.38, -7.56], [-0.07, 0.37, 0.67], [0.30, -0.11, 0.12], [-0.05, 0.02, 0.10], [-0.36, 0.34, 0.98], [0.03, 0.05, -0.36], [0.03, -0.08, -0.16], [0.59, 3.12, 1.91], [-0.36, -0.21, 0.39], [-0.06, 0.07, -0.11], [-0.01, 0.00, -0.05], [-0.16, 0.00, -0.07], [0.06, 0.01, 0.04], [-0.04, 0.03, -0.01], [0.05, 0.05, -0.06], [0.14, 0.01, -0.07], [0.09, -0.13, 0.08], [-0.04, 0.04, 0.24], [-0.02, -0.21, 0.19], [-0.08, 0.01, 0.04], [-0.01, -0.09, 0.12], [0.11, 0.00, -0.18], [0.00, 0.02, 0.06], [0.04, 0.02, -0.05], [0.05, -0.04, 0.06]]}

Record 3
{"formula": "C32H34N2OP2Y", "method": "wB97M-V/def2-TZVPD", "e_above_lowest_kj_mol": 0.0, "charge": 1, "homo_energy_ev": -9.54, "homo_lumo_gap_ev": 6.569, "e_tot_ha": -2145.4573, "symbols": ["C", "C", "C", "C", "C", "C", "C", "C", "C", "C", "C", "C", "C", "H", "H", "H", "H", "H", "H", "H", "N", "Y", "C", "H", "H", "C", "H", "H", "P", "P", "C", "H", "H", "H", "C", "H", "H", "H", "C", "H", "H", "H", "C", "H", "H", "H", "C", "O", "H", "C", "C", "C", "C", "C", "C", "N", "C", "C", "C", "C", "C", "C", "H", "H", "H", "H", "H", "H", "H", "H", "H", "H"], "coordinates": [[-0.009290, -3.592303, -1.445655], [-0.265952, -2.233104, -1.605066], [-1.405133, -1.693577, -0.941823], [-2.317539, -2.526693, -0.300481], [-2.036013, -3.883237, -0.147721], [-0.871646, -4.408582, -0.707730], [-3.501108, -1.878522, 0.408223], [-3.886465, -0.549452, -0.237220], [-2.878192, 0.204340, -0.831184], [-3.160286, 1.492561, -1.372898], [-4.444146, 2.005112, -1.194266], [-5.436282, 1.268041, -0.540652], [-5.161122, -0.014065, -0.066736], [0.886312, -4.018383, -1.903521], [-2.733749, -4.505699, 0.418599], [-0.639298, -5.465767, -0.581213], [-4.358647, -2.557624, 0.347336], [-4.668573, 3.006652, -1.570217], [-6.428545, 1.696444, -0.402960], [-5.917258, -0.612717, 0.447136], [-1.550888, -0.293598, -0.786521], [-0.202525, 0.647930, 0.425096], [0.652906, -1.336626, -2.417836], [0.071320, -0.668240, -3.074332], [1.340449, -1.940662, -3.026651], [-2.092583, 2.294815, -2.102971], [-1.579465, 1.670774, -2.853044], [-2.546042, 3.161332, -2.604240], [1.710893, -0.241151, -1.353591], [-0.771584, 2.973809, -0.985767], [-1.646819, 4.352653, -0.184610], [-1.076584, 4.656188, 0.703037], [-1.724424, 5.203534, -0.875631], [-2.648303, 4.039269, 0.133746], [0.353090, 3.847826, -2.115925], [-0.104798, 4.794183, -2.435454], [1.284467, 4.063466, -1.575505], [0.593101, 3.231301, -2.991534], [2.997115, -1.433335, -0.851293], [3.573721, -1.754760, -1.730550], [3.668730, -0.951120, -0.130497], [2.548202, -2.306085, -0.362665], [2.609868, 0.776419, -2.562815], [3.175014, 1.541177, -2.012251], [3.308615, 0.147724, -3.132662], [1.913552, 1.279408, -3.246516], [-3.103472, -1.602743, 1.772871], [-2.204622, -0.876710, 2.162030], [-3.872785, -2.240638, 2.210417], [2.905252, -3.946717, 2.656386], [1.601810, -3.826945, 2.153248], [0.991337, -2.582195, 2.100640], [1.732411, -1.417095, 2.443787], [2.984400, -1.560417, 3.074032], [3.580982, -2.819417, 3.137032], [1.199214, -0.194079, 2.092576], [1.891925, 1.025275, 2.060667], [1.070826, 2.204428, 2.156259], [1.554825, 3.420990, 1.664267], [2.841458, 3.488907, 1.124001], [3.680565, 2.370085, 1.135860], [3.239325, 1.155508, 1.648890], [3.384775, -4.926387, 2.691196], [1.053581, -4.705269, 1.808430], [-0.042919, -2.461946, 1.770673], [3.487779, -0.675319, 3.464935], [4.580167, -2.912381, 3.564534], [0.090017, 2.118474, 2.653036], [0.927104, 4.313301, 1.697440], [3.209752, 4.430427, 0.711413], [4.697849, 2.443880, 0.746653], [3.894347, 0.287328, 1.677755]], "forces_ev_per_a": [[-0.13, -0.14, 0.05], [-0.40, 0.40, 0.42], [0.57, 0.09, 0.11], [0.22, -0.35, 0.13], [-0.03, 0.10, -0.33], [0.01, -0.08, -0.02], [0.56, 0.66, -3.69], [-0.31, 0.12, 0.18], [0.36, 0.49, -0.05], [0.32, -0.45, 0.37], [-0.17, -0.05, 0.12], [-0.05, 0.04, -0.02], [0.13, 0.00, -0.30], [-0.29, 0.06, 0.11], [0.28, 0.05, -0.24], [-0.05, 0.28, -0.04], [0.15, 0.11, 0.35], [-0.01, -0.33, 0.07], [0.27, -0.10, -0.05], [0.10, 0.28, -0.20], [-1.75, -0.84, -2.80], [1.32, -0.41, 3.28], [0.05, 0.12, 0.07], [0.11, -0.29, 0.15], [-0.29, 0.10, 0.02], [0.02, 0.06, 0.01], [-0.20, 0.15, 0.18], [0.01, -0.30, -0.05], [0.32, -1.00, -0.81], [-0.84, 0.33, -0.73], [0.08, 0.19, 0.38], [-0.26, 0.10, -0.21], [-0.06, -0.23, 0.21], [0.21, 0.03, -0.04], [0.34, 0.08, -0.02], [0.16, -0.31, -0.03], [-0.16, 0.03, -0.19], [-0.08, 0.16, 0.22], [0.20, 0.09, 0.35], [-0.19, 0.10, 0.21], [-0.08, -0.22, -0.19], [0.02, 0.19, -0.02], [0.12, 0.30, -0.04], [-0.06, -0.15, -0.22], [-0.23, 0.24, 0.08], [0.20, -0.13, 0.14], [-0.06, 0.02, 0.42], [-0.87, -0.64, 0.01], [0.55, 0.30, 3.02], [0.12, -0.06, -0.07], [0.12, 0.14, 0.31], [0.57, 0.54, -0.08], [0.32, -0.60, -0.11], [-0.19, -0.21, -0.35], [-0.35, -0.10, 0.04], [-0.82, 1.73, -0.01], [-0.64, -0.83, 0.11], [0.61, -0.49, -0.16], [0.45, 0.03, -0.16], [-0.32, 0.53, -0.07], [-0.08, -0.38, 0.38], [0.08, 0.54, -0.27], [-0.13, 0.31, 0.00], [0.18, 0.19, 0.19], [0.27, -0.07, -0.10], [-0.08, -0.36, -0.08], [-0.30, -0.06, -0.07], [0.42, 0.08, -0.11], [0.24, -0.21, 0.07], [-0.13, -0.26, 0.19], [-0.28, 0.04, 0.13], [-0.19, 0.30, -0.14]]}

Record 4
{"formula": "CH7ClOSi2", "method": "wB97M-V/def2-TZVPD", "e_above_lowest_kj_mol": 283.9, "homo_energy_ev": -8.05, "homo_lumo_gap_ev": 7.845, "e_tot_ha": -1156.7121, "symbols": ["C", "O", "Si", "Si", "Cl", "H", "H", "H", "H", "H", "H", "H"], "coordinates": [[-1.200565, 1.572887, -0.116928], [0.682744, -0.730137, 0.872577], [1.635516, -0.981357, -0.470116], [-1.711391, -0.297231, -0.523530], [-2.696673, -1.016612, 1.070270], [-2.108753, 2.125618, 0.171403], [-0.471299, 1.411535, 0.657609], [-0.915428, 2.135422, -0.993099], [0.816661, -1.007036, 1.779730], [1.667995, 0.101366, -1.488765], [1.424201, -2.169558, -1.263558], [2.876990, -1.144899, 0.304405]], "forces_ev_per_a": [[-2.14, -1.20, -0.38], [-1.35, 0.47, -0.96], [1.00, 0.02, 1.06], [1.48, 1.23, -1.55], [-0.78, -0.12, 1.37], [0.29, -0.24, 0.74], [0.35, 0.69, 0.35], [0.87, -0.26, -0.31], [0.31, -0.18, -0.26], [-0.24, 0.17, 0.57], [-0.43, -0.61, -0.08], [0.64, 0.04, -0.56]]}

Record 5
{"formula": "C5H12O", "method": "wB97M-V/def2-TZVPD", "e_above_lowest_kj_mol": 406.8, "homo_energy_ev": -8.34, "homo_lumo_gap_ev": 9.365, "e_tot_ha": -272.7937, "symbols": ["C", "C", "C", "O", "C", "C", "H", "H", "H", "H", "H", "H", "H", "H", "H", "H", "H", "H"], "coordinates": [[-1.564472, -1.742836, 1.826986], [-1.292448, -0.398071, 1.164470], [-0.183412, -0.494968, 0.144422], [-0.006271, 0.790258, -0.430277], [0.963285, 0.785645, -1.342308], [1.485782, 2.087314, -1.825288], [-2.357369, -1.654410, 2.574351], [-0.669865, -2.123910, 2.332223], [-1.877620, -2.492702, 1.091311], [-1.008606, 0.350524, 1.913125], [-2.194396, -0.024106, 0.666509], [0.777932, -0.798350, 0.592498], [-0.424789, -1.215546, -0.653640], [0.972322, -0.013227, -2.077112], [2.256538, 0.249877, -0.538413], [1.609704, 2.227680, -2.905993], [2.316971, 1.489911, -1.271918], [1.196715, 2.976916, -1.260946]], "forces_ev_per_a": [[-0.03, -0.08, 0.07], [-0.07, -0.01, 0.05], [-0.25, -0.15, 0.14], [-0.54, -0.16, 0.00], [1.71, -1.73, 1.35], [1.48, -0.40, 0.69], [0.09, -0.04, -0.08], [-0.12, 0.05, -0.06], [0.04, 0.10, 0.10], [-0.04, -0.11, -0.08], [0.09, -0.06, 0.08], [-0.19, 0.06, -0.04], [0.00, 0.06, 0.17], [-0.30, -0.16, -0.09], [-2.58, -0.16, -0.87], [-0.25, -0.18, 0.48], [0.99, 3.36, -1.78], [-0.03, -0.40, -0.11]]}